The following is a DFT calculation (wB97M-V/def2-TZVPD) of a molecular structure, C10H18BCrN5O19.

Results
LUMO (alpha / beta) = -0.6853 / -0.7224 eV
orbital gap (alpha / beta) = 7.60 / 8.08 eV
highest occupied orbital energy (alpha / beta) = -8.29 / -8.80 eV
spin multiplicity = 5
<S²> = 6.011
F_max = 1.98 eV/Å

Atoms and positions in Å:
Cr -0.46885 -0.96652 0.27249
O 0.99975 0.27017 -1.44881
O -2.21083 -2.63299 0.48883
O 1.55065 6.10317 -2.41345
O 1.45462 0.08602 1.30404
O -3.16972 3.12683 0.69869
O -1.39193 -0.97399 -1.79373
O -1.10361 0.97819 0.71529
O 1.40074 -0.17770 -3.51294
O 2.09235 6.87202 0.38969
O -3.12258 -3.37708 -1.31687
O -1.36850 4.38457 0.16864
O 2.78139 -0.38270 2.92054
O 0.61901 -2.57698 -0.02668
O 0.22425 2.69193 0.29941
O -1.50925 -2.13391 -3.58714
O -0.81689 -1.38931 2.38217
O -1.78511 -2.46197 3.96204
O 0.49272 4.37686 -1.40368
O 0.94355 4.97944 0.79840
N 2.35407 0.36416 2.06545
N 1.53568 0.49103 -2.51696
N -1.78977 -1.16610 -2.92802
N -0.80054 -2.08599 3.38511
N -2.71515 -3.51752 -0.19261
C 1.46080 5.94116 0.00982
C 2.92872 1.73055 1.96518
C -0.94197 2.15109 0.46218
C 0.52527 -2.57209 3.82335
C -2.01451 3.26981 0.44539
C -2.84969 -4.84470 0.46318
C 2.40284 1.69295 -2.60215
C -2.60991 -0.08794 -3.54967
C 0.81329 -3.90685 0.30537
C 1.17977 5.51214 -1.45440
B 0.08644 4.13377 -0.00447
H 2.19749 2.42458 2.36498
H 3.05465 1.91523 0.90070
H -3.92995 -5.00495 0.47604
H -2.51143 -4.79662 1.48738
H -1.93725 0.73223 -3.78234
H -3.00402 -0.48596 -4.47698
H 3.90795 1.72789 2.42497
H -3.39061 0.13438 -2.82998
H 1.06490 -2.91394 2.94141
H 0.17735 -4.23255 1.15165
H 0.41002 -3.43625 4.46762
H 1.05952 -1.74912 4.28457
H 0.58186 -4.52567 -0.57449
H 2.98276 1.74806 -1.68825
H -2.39653 -5.59614 -0.17191
H 1.73593 2.55864 -2.61235
H 1.85971 -4.08407 0.59126
H 2.96055 1.68280 -3.52797

***

The following is a DFT calculation (wB97M-V/def2-TZVPD) of a molecular structure, C10H18BiClIN2O2P.

Results
LUMO (alpha / beta) = -9.6760 / -9.6751 eV
orbital gap (alpha / beta) = 4.31 / 4.31 eV
net charge = +2
highest occupied orbital energy (alpha / beta) = -13.99 / -13.99 eV
energy above the lowest of the compared OMol25 structures with the same formula, charge and spin = 7.002 eV
F_max = 19.82 eV/Å

Atoms and positions in Å:
Bi 0.00000 0.00000 0.00000
I -2.01360 2.40310 -3.76570
Cl 0.50450 2.10840 -0.99610
P 1.50760 -0.90770 -1.50840
O -0.63420 -2.64340 1.24780
O -4.29780 0.83370 -4.96580
N 0.27810 -0.25540 4.54390
N 0.67120 -0.12020 2.35520
C 1.14060 -1.30150 2.83680
C 1.07590 -0.59460 -3.26090
C -0.38580 -1.60900 0.75950
C 0.27050 0.56060 3.45550
C -3.72040 1.85900 -5.11200
C 1.78230 -2.71840 -1.45430
C -3.97130 2.93220 -6.13420
C -0.16590 1.96910 3.54720
C 0.78670 -1.41310 4.14700
C 3.19770 -0.21610 -1.36490
H 3.12630 0.87140 -1.44760
H 1.50860 -2.12840 2.24730
H -1.17310 2.05890 3.99900
H -4.80530 2.63570 -6.77550
H 2.51080 -3.02860 -2.21060
H -0.09130 -0.03010 5.49800
H 0.94580 0.48290 -3.38980
H -4.19050 3.87100 -5.61780
H 1.85890 -0.96230 -3.93290
H 0.12980 -1.09110 -3.49280
H 2.14580 -3.00030 -0.46230
H 0.83420 -3.23410 -1.62980
H -0.08850 2.49210 2.57510
H -3.06160 3.08470 -6.72160
H 0.85830 -2.31400 4.74910
H 3.85440 -0.61080 -2.14780
H 3.60650 -0.46570 -0.38210
H 0.56060 2.44490 4.25130

***

The following is a DFT calculation (wB97M-V/def2-TZVPD) of a molecular structure, C10H18BrN3Pd.

Results
LUMO = 0.7188 eV
orbital gap = 6.54 eV
highest occupied orbital energy = -5.82 eV
energy above the lowest of the compared OMol25 structures with the same formula, charge and spin = 1.706 eV
F_max = 0.58 eV/Å

Atoms and positions in Å:
Pd -0.00440 1.71212 -1.17803
Br 1.77231 3.08447 0.15020
N -1.09700 1.07189 -2.94631
N -2.38578 1.01891 0.57365
N 2.20490 0.39824 0.24370
C 3.62016 -2.22705 2.54284
C 2.47162 1.48824 0.92638
C -2.00163 -0.09049 -2.98788
C 3.52362 0.30103 2.67408
C -3.28101 -0.74754 -0.85425
C -3.25279 0.10373 -2.12393
C -2.22575 -0.37532 0.17806
C 2.58438 -0.76057 0.77700
C 3.13575 1.51841 2.14018
C 3.24281 -0.88003 1.99576
H -3.33396 1.20764 0.87930
H -2.30388 -0.29960 -4.02093
H -0.32692 0.92855 -3.59016
H -4.26934 -0.66282 -0.38795
H 2.35074 -1.64518 0.19257
H 4.04123 0.26845 3.62541
H -3.16689 -1.80173 -1.12456
H 3.32851 2.45264 2.64664
H -1.59258 1.89983 -3.25811
H -4.13386 -0.14403 -2.72010
H -1.43384 -0.95675 -2.64221
H -2.29126 -1.08138 1.01801
H -1.22420 -0.47878 -0.25675
H -1.76137 1.27867 1.32498
H 2.73471 -2.79833 2.82643
H -3.34021 1.15877 -1.85468
H 4.24933 -2.12741 3.42623
H 4.16660 -2.81458 1.80441

***

The following is a DFT calculation (wB97M-V/def2-TZVPD) of 2 unconnected molecules or ions with the total composition C10H18Cl4FNO4S.

Results
LUMO = 0.6845 eV
orbital gap = 9.95 eV
highest occupied orbital energy = -9.27 eV
F_max = 5.06 eV/Å

Atoms and positions in Å:
Cl 0.22958 -3.92146 -0.08683
Cl 0.28987 -6.16955 -1.89407
Cl -1.59960 -6.11864 0.28628
Cl 1.21270 -6.47727 0.82474
S 1.75646 0.55576 -0.80415
F 4.53156 1.31099 -1.63638
O -2.40080 -2.82773 1.07053
O 2.79246 1.05655 0.38013
O 1.26400 1.72225 -1.45407
O 0.55124 0.00187 0.15890
N -2.03898 -0.66865 0.56452
C 4.46051 2.43020 -0.83740
C 4.38482 3.65329 -1.72011
C -3.64104 -1.37747 2.41204
C 3.33779 2.35634 0.20176
C -2.58341 -0.01188 -1.79167
C -3.05088 -0.06531 -0.33136
C -2.64853 -1.73467 1.32390
C -1.41486 0.33151 1.45004
C -0.32452 1.02337 0.64512
C 0.03230 -5.66628 -0.21655
H 3.77582 2.62392 1.15601
H -3.90997 -2.25969 2.97000
H -2.15137 1.06493 1.78016
H -3.95690 -0.65681 -0.25681
H -3.22842 -0.64612 3.09491
H 5.34972 3.76845 -2.19764
H 4.16941 4.53803 -1.12967
H 3.66426 3.52738 -2.52030
H -3.31676 0.94820 -0.02140
H 5.41011 2.49404 -0.31511
H -4.53050 -0.97105 1.94218
H -0.83737 1.54126 -0.15466
H -2.61236 0.99424 -2.19764
H 0.22046 1.73112 1.25950
H -1.56710 -0.37682 -1.86931
H -1.00458 -0.20015 2.30459
H 2.59314 3.12142 0.02107
H -3.20826 -0.64559 -2.41126

***

The following is a DFT calculation (wB97M-V/def2-TZVPD) of 3 unconnected molecules or ions with the total composition C10H18ClO7.

Results
LUMO = 2.1787 eV
orbital gap = 6.83 eV
net charge = -1
highest occupied orbital energy = -4.65 eV
F_max = 2.23 eV/Å

Atoms and positions in Å:
Cl 1.27917 -3.18754 -0.03321
O -0.19266 -5.29212 4.06312
O -1.08099 -4.57962 2.11951
O 0.91727 0.29080 -0.70386
O -1.11866 2.27136 -1.32230
O 2.95515 -5.44353 -0.01113
O 1.54649 -6.90978 0.85383
O 1.07820 -4.27353 2.43760
C 2.66155 1.90978 -0.33207
C -1.43450 4.47209 -2.26045
C -3.31915 3.23942 -1.14533
C -1.82169 3.50217 -1.15437
C -0.50618 -4.97925 0.86081
C 1.91414 -5.75698 0.58426
C 0.97805 -4.59676 1.06854
C -0.05804 -4.77311 3.00386
C 0.84072 1.53873 1.35905
C 1.72299 0.89095 0.30045
H -1.37737 1.89515 -2.17137
H 0.17091 0.79918 1.79862
H -1.69312 4.06108 -3.24019
H 1.44057 1.98516 2.15578
H -1.94162 5.43084 -2.14152
H -3.63654 2.78956 -2.09006
H 3.31199 2.36952 0.41549
H 0.38985 0.98272 -1.12555
H -1.51515 3.90701 -0.18900
H -0.35760 4.64441 -2.25797
H 0.21633 2.31629 0.91437
H -1.03312 -4.38447 0.13010
H -0.55597 -6.03993 0.62670
H 2.30469 0.08717 0.75324
H -3.57878 2.53814 -0.35215
H 2.09040 2.69923 -0.83025
H -3.88144 4.16214 -0.99397
H 3.28412 1.43373 -1.09059

***

The following is a DFT calculation (wB97M-V/def2-TZVPD) of a single C10H18INO molecule.

Results
LUMO = 0.3860 eV
orbital gap = 9.50 eV
highest occupied orbital energy = -9.11 eV
SMILES string = [H]/N=C/CC(C)(C)[C@@](C)(CC)C(=O)I
energy above the lowest of the compared OMol25 structures with the same formula, charge and spin = 2.200 eV
F_max = 6.83 eV/Å

Atoms and positions in Å:
I -0.56293 0.63463 3.52702
O 1.63309 0.91380 1.67990
N 0.18260 3.59167 -0.31097
C 0.62554 0.34753 1.72420
C 0.94870 0.88034 -1.61220
C -1.37474 -1.20653 0.91603
C -0.08200 -0.65898 0.36150
C -0.41087 2.60023 0.17229
C -1.15335 1.60911 -0.64755
C 1.29826 -2.44193 1.41298
C -1.07971 -0.57411 -1.94381
C -0.31729 0.27387 -0.89471
C 1.22202 -1.59884 0.15887
H 1.02714 1.90227 -1.74262
H 2.05411 -1.04495 0.09067
H -0.92141 0.05877 -2.82881
H -1.97540 -1.65925 0.04116
H -1.11360 -1.92556 1.57316
H -0.49703 2.46201 1.30493
H 1.20087 -1.96568 2.32243
H -2.15437 1.24250 -0.05810
H 2.37295 -2.76346 1.43893
H -2.02541 -0.48226 1.37376
H -1.50802 2.15912 -1.52431
H 0.76481 4.12162 0.39131
H 0.57015 -3.38000 1.39833
H 1.98458 0.59323 -1.12157
H -2.16265 -0.51494 -1.65644
H -0.55637 -1.49370 -2.12904
H 0.92722 -2.10497 -0.79546
H 1.08310 0.42445 -2.62187

***

Q: The lowest F_max belongs to which entry?
A: C10H18BrN3Pd

***

Please write out number 5 again, unchanged.
The following is a DFT calculation (wB97M-V/def2-TZVPD) of 3 unconnected molecules or ions with the total composition C10H18ClO7.

Results
LUMO = 2.1787 eV
orbital gap = 6.83 eV
net charge = -1
highest occupied orbital energy = -4.65 eV
F_max = 2.23 eV/Å

Atoms and positions in Å:
Cl 1.27917 -3.18754 -0.03321
O -0.19266 -5.29212 4.06312
O -1.08099 -4.57962 2.11951
O 0.91727 0.29080 -0.70386
O -1.11866 2.27136 -1.32230
O 2.95515 -5.44353 -0.01113
O 1.54649 -6.90978 0.85383
O 1.07820 -4.27353 2.43760
C 2.66155 1.90978 -0.33207
C -1.43450 4.47209 -2.26045
C -3.31915 3.23942 -1.14533
C -1.82169 3.50217 -1.15437
C -0.50618 -4.97925 0.86081
C 1.91414 -5.75698 0.58426
C 0.97805 -4.59676 1.06854
C -0.05804 -4.77311 3.00386
C 0.84072 1.53873 1.35905
C 1.72299 0.89095 0.30045
H -1.37737 1.89515 -2.17137
H 0.17091 0.79918 1.79862
H -1.69312 4.06108 -3.24019
H 1.44057 1.98516 2.15578
H -1.94162 5.43084 -2.14152
H -3.63654 2.78956 -2.09006
H 3.31199 2.36952 0.41549
H 0.38985 0.98272 -1.12555
H -1.51515 3.90701 -0.18900
H -0.35760 4.64441 -2.25797
H 0.21633 2.31629 0.91437
H -1.03312 -4.38447 0.13010
H -0.55597 -6.03993 0.62670
H 2.30469 0.08717 0.75324
H -3.57878 2.53814 -0.35215
H 2.09040 2.69923 -0.83025
H -3.88144 4.16214 -0.99397
H 3.28412 1.43373 -1.09059

***

Q: What is the formula in the fifth record?
A: C10H18ClO7

***

Q: Number 2 is which compound?
A: C10H18BiClIN2O2P